# 1
{
  "formula": "C23H48NbO12P2",
  "method": "wB97M-V/def2-TZVPD",
  "elements": ["C", "C", "C", "O", "O", "C", "C", "C", "C", "C", "C", "Nb", "C", "C", "O", "P", "O", "P", "O", "O", "H", "H", "H", "H", "H", "H", "H", "H", "H", "H", "H", "H", "H", "H", "H", "H", "H", "H", "H", "H", "H", "H", "H", "H", "O", "C", "O", "C", "C", "C", "H", "H", "H", "H", "H", "H", "H", "H", "O", "C", "O", "C", "C", "C", "H", "H", "H", "H", "H", "H", "H", "H", "O", "C", "O", "C", "C", "C", "H", "H", "H", "H", "H", "H", "H", "H"],
  "coordinates": [[-1.280, 2.339, 1.654], [-1.710, 1.042, 1.276], [-1.126, -0.177, 2.110], [-1.276, -1.304, 1.638], [-0.542, 0.157, 3.331], [0.195, -0.932, 3.924], [1.751, -0.935, 3.495], [2.067, -2.034, 2.382], [3.259, -1.592, 1.425], [3.672, -2.672, 0.332], [2.477, -3.212, -0.578], [1.883, -1.899, -2.327], [1.141, -0.548, -4.027], [1.318, -1.142, -5.476], [2.264, -0.948, -6.255], [4.285, -1.206, -2.870], [4.421, -0.322, -4.145], [1.886, -3.863, -4.002], [0.263, -4.072, -4.590], [2.233, -5.354, -3.230], [-1.905, 3.267, 1.541], [-0.219, 2.381, 2.063], [-2.435, 0.912, 0.425], [-0.278, -1.951, 3.815], [0.214, -0.720, 5.051], [2.370, -1.122, 4.430], [2.034, 0.117, 3.144], [2.317, -3.004, 2.910], [1.088, -2.221, 1.819], [3.044, -0.559, 1.012], [4.174, -1.466, 2.108], [4.563, -2.259, -0.230], [4.069, -3.575, 0.919], [2.750, -4.287, -0.876], [1.534, -3.330, 0.065], [0.123, -2.349, -2.005], [1.607, -0.489, -1.202], [0.010, -0.450, -3.866], [1.605, 0.494, -3.994], [0.457, -1.790, -5.872], [4.730, -0.358, -1.774], [5.200, -2.325, -2.859], [-0.333, -3.862, -3.846], [1.529, -5.444, -2.549], [-1.244, 6.192, 1.094], [-1.963, 6.633, 1.958], [-2.447, 5.819, 2.909], [-3.146, 6.270, 4.081], [-4.621, 6.459, 3.792], [-2.402, 8.071, 1.932], [-2.680, 7.167, 4.495], [-3.027, 5.485, 4.829], [-4.786, 7.228, 3.033], [-5.156, 6.746, 4.698], [-5.053, 5.534, 3.405], [-3.261, 8.171, 1.267], [-1.579, 8.676, 1.548], [-2.647, 8.475, 2.912], [-0.947, -5.859, -8.387], [-0.109, -4.999, -8.528], [-0.080, -4.269, -9.657], [0.743, -3.107, -9.839], [2.133, -3.492, -10.303], [0.966, -4.790, -7.500], [0.758, -2.492, -8.937], [0.259, -2.509, -10.614], [2.647, -4.106, -9.560], [2.735, -2.602, -10.492], [2.078, -4.084, -11.220], [1.774, -5.502, -7.677], [0.540, -4.968, -6.514], [1.366, -3.777, -7.480], [-3.829, 3.722, 5.826], [-3.293, 2.732, 6.265], [-3.779, 2.140, 7.368], [-3.341, 0.864, 7.855], [-2.113, 1.009, 8.732], [-2.030, 2.202, 5.647], [-3.190, 0.162, 7.033], [-4.164, 0.468, 8.453], [-1.268, 1.418, 8.174], [-1.819, 0.041, 9.143], [-2.313, 1.697, 9.555], [-1.177, 2.751, 6.048], [-2.081, 2.356, 4.568], [-1.881, 1.134, 5.794]],
  "multiplicity": 1,
  "homo_energy_ev": -4.78,
  "charge": -1,
  "gap_ev": 6.0,
  "lumo_ev": 1.20
}



# 2
{
  "formula": "C23H49BN3O4",
  "method": "wB97M-V/def2-TZVPD",
  "elements": ["N", "C", "C", "C", "B", "O", "C", "C", "O", "H", "H", "H", "H", "H", "H", "H", "H", "H", "H", "H", "H", "H", "C", "C", "C", "C", "C", "C", "N", "O", "C", "C", "C", "H", "H", "H", "H", "H", "H", "H", "H", "H", "H", "H", "H", "H", "H", "H", "H", "H", "H", "C", "C", "C", "C", "C", "C", "N", "O", "C", "C", "C", "H", "H", "H", "H", "H", "H", "H", "H", "H", "H", "H", "H", "H", "H", "H", "H", "H", "H"],
  "coordinates": [[-1.641, 0.505, -3.472], [-0.226, 0.086, -3.505], [0.540, 0.422, -2.178], [0.150, 1.804, -1.552], [0.847, 2.142, -0.082], [1.962, 3.093, -0.308], [3.119, 2.258, -0.316], [2.779, 0.891, 0.417], [1.382, 1.034, 0.713], [-2.002, 0.321, -4.406], [-1.737, 1.508, -3.358], [-0.226, -1.013, -3.676], [0.279, 0.527, -4.395], [1.609, 0.503, -2.482], [0.487, -0.429, -1.479], [0.389, 2.582, -2.314], [-0.953, 1.788, -1.407], [-0.075, 2.648, 0.547], [3.820, 2.825, 0.333], [3.544, 2.190, -1.340], [3.323, 0.798, 1.374], [2.780, -0.039, -0.191], [-5.210, 4.282, 0.612], [-4.510, 4.049, -0.744], [-5.349, 4.689, -1.858], [-6.641, 3.922, -2.134], [-6.353, 2.449, -2.411], [-5.459, 1.776, -1.358], [-4.286, 2.601, -0.982], [-3.399, 2.486, -1.937], [-6.278, 1.445, -0.094], [-5.035, 0.400, -1.900], [-3.177, 4.800, -0.607], [-5.059, 5.309, 0.949], [-6.290, 4.146, 0.579], [-4.801, 3.627, 1.384], [-4.764, 4.739, -2.782], [-5.589, 5.722, -1.593], [-7.340, 4.023, -1.298], [-7.145, 4.362, -3.000], [-7.297, 1.904, -2.494], [-5.874, 2.376, -3.394], [-5.630, 1.088, 0.708], [-7.003, 0.656, -0.303], [-6.860, 2.283, 0.285], [-4.546, 0.468, -2.871], [-5.911, -0.240, -2.031], [-4.356, -0.102, -1.210], [-2.584, 4.393, 0.214], [-3.360, 5.856, -0.399], [-2.573, 4.761, -1.513], [2.803, -3.870, 3.422], [3.297, -4.095, 1.977], [3.798, -5.538, 1.836], [5.117, -5.776, 2.567], [6.172, -4.762, 2.133], [5.700, -3.301, 2.191], [4.345, -3.107, 1.616], [4.467, -3.117, 0.304], [5.715, -2.789, 3.645], [6.751, -2.431, 1.481], [2.036, -3.901, 1.122], [1.825, -4.331, 3.568], [3.446, -4.314, 4.181], [2.693, -2.806, 3.639], [3.931, -5.785, 0.778], [3.042, -6.230, 2.217], [4.975, -5.737, 3.651], [5.475, -6.786, 2.348], [7.067, -4.883, 2.749], [6.475, -5.005, 1.108], [5.260, -1.800, 3.716], [6.740, -2.703, 4.011], [5.210, -3.449, 4.348], [6.943, -2.763, 0.460], [7.703, -2.480, 2.012], [6.440, -1.385, 1.450], [1.632, -2.894, 1.248], [1.264, -4.611, 1.424], [2.213, -4.067, 0.060]],
  "multiplicity": 3,
  "homo_energy_ev": [-3.27, -3.27],
  "s_squared": 2.008,
  "charge": -1,
  "gap_ev": [5.7, 5.4],
  "lumo_ev": [2.39, 2.18]
}



# 3
{
  "formula": "C23H49CrN3P4S",
  "method": "wB97M-V/def2-TZVPD",
  "elements": ["Cr", "P", "P", "P", "H", "C", "C", "H", "C", "C", "C", "C", "C", "C", "C", "C", "C", "H", "H", "H", "H", "H", "H", "H", "H", "H", "H", "H", "H", "H", "H", "H", "H", "H", "H", "H", "H", "H", "H", "H", "H", "H", "H", "H", "H", "H", "C", "C", "C", "C", "C", "C", "S", "H", "H", "H", "H", "H", "H", "C", "N", "C", "N", "C", "N", "C", "P", "C", "C", "H", "H", "H", "H", "H", "H", "H", "H", "H", "H", "H", "H"],
  "coordinates": [[0.161, 0.552, -0.852], [2.014, 1.320, 0.747], [-1.766, 2.281, -0.070], [1.087, 2.057, -2.535], [0.382, -5.267, 0.609], [0.788, -4.295, 0.244], [2.087, -3.944, 0.199], [2.863, -4.573, 0.667], [2.541, 0.495, 2.315], [2.014, 3.047, 1.372], [3.608, 1.132, -0.137], [-3.475, 1.972, -0.677], [-2.130, 2.562, 1.709], [-1.590, 4.041, -0.613], [2.271, 1.093, -3.477], [1.921, 3.607, -2.171], [-0.093, 2.601, -3.838], [0.070, -3.624, -0.243], [2.456, -3.120, -0.436], [2.459, -0.598, 2.239], [1.942, 0.843, 3.165], [3.593, 0.747, 2.509], [1.103, 3.236, 1.950], [2.065, 3.780, 0.565], [2.877, 3.193, 2.033], [3.584, 0.213, -0.731], [4.417, 1.047, 0.596], [3.815, 1.969, -0.803], [-4.192, 2.669, -0.187], [-3.762, 0.945, -0.404], [-3.513, 2.133, -1.765], [-2.797, 3.442, 1.806], [-1.226, 2.772, 2.298], [-2.663, 1.705, 2.148], [-2.490, 4.588, -0.282], [-1.516, 4.087, -1.708], [-0.688, 4.476, -0.154], [2.362, 1.636, -4.426], [1.925, 0.075, -3.672], [3.240, 1.074, -2.969], [2.212, 4.008, -3.142], [2.819, 3.457, -1.578], [1.255, 4.320, -1.685], [0.374, 2.320, -4.795], [-0.195, 3.696, -3.784], [-1.086, 2.125, -3.772], [-0.304, -1.895, -3.753], [-1.292, -1.640, -4.752], [-1.462, -2.565, -5.790], [-0.566, -3.638, -5.928], [0.593, -3.675, -5.148], [0.781, -2.737, -4.131], [-0.493, -1.377, -2.139], [-0.523, 1.999, -1.406], [-1.963, -0.795, -4.645], [-2.306, -2.466, -6.487], [-0.754, -4.415, -6.677], [1.331, -4.477, -5.331], [1.734, -2.674, -3.600], [-0.614, -1.850, 5.375], [-1.390, -0.686, 4.944], [-2.665, -1.108, 4.386], [-2.504, -2.093, 3.267], [-1.678, -3.236, 3.709], [-0.377, -2.801, 4.263], [0.480, -2.227, 3.221], [-0.277, -0.696, 2.400], [-0.647, 0.178, 4.043], [-1.967, -1.455, 2.074], [-1.158, -2.372, 6.181], [0.371, -1.517, 5.734], [-3.208, -0.238, 3.981], [-3.274, -1.600, 5.162], [-1.486, -3.879, 2.836], [-2.240, -3.782, 4.488], [1.437, -1.933, 3.676], [0.675, -2.984, 2.444], [-1.216, 1.092, 3.860], [0.299, 0.479, 4.508], [-1.832, -2.181, 1.256], [-2.630, -0.651, 1.713]],
  "multiplicity": 4,
  "homo_energy_ev": [-15.16, -15.24],
  "s_squared": 4.164,
  "charge": 3,
  "gap_ev": [4.5, 3.7],
  "e_above_lowest_kj_mol": 0.00,
  "lumo_ev": [-10.62, -11.52]
}